A 5-piece molecular cluster, C29H59FIN2O8S4 overall, computed with ωB97M-V/def2-TZVPD.

Computed properties:
LUMO energy   -2.23 eV
Orbital gap   9.415 eV

The geometry in ORCA input format:
```
! wB97M-V def2-TZVPD RIJCOSX def2/J DEFGRID3
* xyz 1 1
C 1.962 -1.295 0.909
C 1.210 -1.582 -0.406
C -0.319 -1.425 -0.314
N -0.877 -0.541 -1.354
C -1.565 0.637 -1.021
C -1.022 1.935 -1.652
C 0.090 2.526 -0.752
C -0.095 3.972 -0.314
C -1.112 4.153 0.805
F 1.148 4.432 0.140
C -2.293 2.779 -1.972
C -3.458 2.017 -1.349
N -3.012 0.613 -1.575
C -3.960 -0.501 -1.255
C -4.655 -0.430 0.102
C -3.757 -0.623 1.329
I -6.154 -1.954 0.010
H 1.294 -0.967 1.708
H 2.715 -0.518 0.773
H 2.457 -2.197 1.263
H 1.424 -2.604 -0.717
H 1.585 -0.930 -1.199
H -0.788 -2.409 -0.404
H -0.595 -1.037 0.670
H -0.171 -0.331 -2.048
H -1.652 0.843 0.049
H -0.569 1.695 -2.617
H 0.215 1.908 0.144
H 1.037 2.489 -1.290
H -0.351 4.592 -1.180
H -1.906 3.405 0.752
H -0.604 4.030 1.762
H -1.571 5.141 0.789
H -2.274 3.825 -1.681
H -2.455 2.747 -3.053
H -3.523 2.167 -0.271
H -4.425 2.200 -1.814
H -2.851 0.525 -2.588
H -3.415 -1.431 -1.392
H -4.722 -0.446 -2.035
H -5.202 0.508 0.173
H -2.703 -0.532 1.076
H -3.890 -1.601 1.787
H -3.984 0.120 2.093
C 3.993 -2.518 6.476
C 4.224 -1.535 5.322
C 4.324 -2.359 4.033
S 3.337 -3.842 4.311
O 4.209 -4.987 4.293
O 2.159 -3.814 3.475
C 2.898 -3.469 6.006
H 3.712 -1.999 7.389
H 4.907 -3.082 6.677
H 3.384 -0.841 5.259
H 5.120 -0.938 5.471
H 3.927 -1.846 3.161
H 5.341 -2.693 3.833
H 2.841 -4.404 6.558
H 1.922 -2.983 5.987
C -1.948 -3.798 -5.841
C -3.081 -3.686 -4.816
C -2.665 -2.623 -3.793
S -1.566 -1.491 -4.667
O -0.248 -1.555 -4.080
O -2.211 -0.198 -4.796
C -1.590 -2.366 -6.222
H -2.251 -4.369 -6.715
H -1.082 -4.295 -5.398
H -3.996 -3.371 -5.320
H -3.284 -4.637 -4.326
H -3.511 -2.054 -3.418
H -2.091 -3.038 -2.965
H -0.614 -2.253 -6.689
H -2.361 -1.897 -6.837
C 8.785 0.376 7.871
C 8.331 1.372 8.948
C 7.017 1.998 8.467
S 6.234 0.763 7.418
O 6.168 1.265 6.066
O 5.043 0.250 8.049
C 7.552 -0.447 7.517
H 9.596 -0.259 8.222
H 9.138 0.913 6.988
H 8.167 0.843 9.888
H 9.081 2.139 9.129
H 6.328 2.235 9.274
H 7.179 2.877 7.847
H 7.616 -0.968 6.564
H 7.289 -1.145 8.312
C -3.973 3.019 -6.316
C -4.834 3.546 -7.472
C -5.276 2.335 -8.302
S -5.332 0.943 -7.163
O -4.329 -0.022 -7.545
O -6.690 0.522 -6.944
C -4.740 1.839 -5.728
H -3.786 3.789 -5.567
H -3.007 2.676 -6.693
H -5.710 4.059 -7.071
H -4.291 4.260 -8.089
H -6.265 2.448 -8.738
H -4.556 2.079 -9.077
H -4.126 1.164 -5.134
H -5.618 2.164 -5.168
*
```